Here is a structure of composition C26H21N10O3Rh from the Open Molecules 2025 dataset. Energies are from ωB97M-V with the def2-TZVPD basis set.

Results
Molecular weight   624.43 g/mol
Calculated total energy   -1886.4777 Ha
Total charge   +2
Spin multiplicity   1
Energy relative to the best compared isomer or geometry (same formula, charge and spin)   111.7 kJ/mol
LUMO energy (alpha / beta)   -0.3302 / -0.3399 hartree

Element x y z (Å)
Rh -0.272 0.136 -0.042
C 2.086 0.817 -5.182
N 1.698 0.959 -3.769
C 0.693 0.405 -3.122
N 0.762 0.759 -1.828
C 1.899 1.528 -1.767
N 2.475 1.667 -2.921
C 3.177 -0.205 -5.362
C 4.380 0.150 -5.948
C 5.377 -0.800 -6.133
C 5.184 -2.105 -5.713
C 3.984 -2.455 -5.102
C 2.982 -1.514 -4.940
C 3.791 -3.813 -4.590
N 4.566 -4.826 -4.674
N 3.948 -5.857 -3.981
C 2.848 -5.387 -3.531
O 2.664 -4.086 -3.880
C 1.842 -6.040 -2.690
C 2.069 -7.326 -2.213
C 1.142 -7.911 -1.367
C -0.004 -7.219 -1.000
C -0.242 -5.946 -1.494
C -1.498 -5.212 -1.107
N -1.204 -3.926 -0.452
C -1.187 -2.714 -0.965
N -0.795 -1.853 -0.009
C -0.560 -2.654 1.080
N -0.802 -3.904 0.838
C 0.686 -5.359 -2.345
H 2.416 1.796 -5.520
H 1.182 0.548 -5.730
H -0.080 -0.181 -3.590
H 2.263 1.993 -0.867
H 4.546 1.171 -6.268
H 6.310 -0.515 -6.599
H 5.951 -2.856 -5.842
H 2.049 -1.813 -4.476
H 2.971 -7.847 -2.504
H 1.315 -8.907 -0.982
H -0.716 -7.679 -0.326
H -2.080 -5.800 -0.401
H -2.126 -4.989 -1.970
H -1.497 -2.471 -1.967
H -0.235 -2.287 2.040
H 0.523 -4.362 -2.741
O -1.354 1.180 1.069
N -0.862 1.613 2.220
N 0.322 1.251 2.390
O 0.902 0.481 1.474
C 1.084 1.614 3.551
C 2.390 1.147 3.652
C 3.116 1.503 4.773
C 2.541 2.300 5.757
C 1.232 2.752 5.628
C 0.482 2.414 4.519
H 2.823 0.528 2.881
H 4.134 1.155 4.880
H 3.117 2.572 6.630
H 0.791 3.371 6.397
H -0.536 2.758 4.409

Atomic forces in eV per Å
-0.054 0.770 0.031
-0.027 0.003 -0.153
0.023 -0.036 0.019
-0.061 0.202 0.042
-0.163 -1.263 -0.041
-0.046 0.075 0.209
0.028 0.047 -0.076
0.013 -0.094 0.107
0.038 0.112 -0.055
0.003 -0.118 0.002
0.100 0.117 -0.059
-0.061 -0.269 0.127
-0.105 0.158 0.027
-0.222 0.278 -0.021
0.302 -0.294 -0.058
0.358 -0.215 -0.104
-0.331 0.103 0.094
-0.150 0.141 0.080
0.193 0.173 -0.165
-0.045 -0.127 0.096
0.085 0.006 -0.086
-0.083 -0.073 0.080
0.124 0.071 0.007
-0.090 -0.097 -0.121
0.068 -0.009 0.035
-0.128 0.090 0.092
0.496 0.144 -0.693
-0.014 0.175 0.150
-0.050 -0.095 -0.021
-0.156 0.069 0.092
-0.060 0.034 0.054
-0.014 0.002 0.034
0.030 -0.057 0.014
0.027 -0.037 0.016
0.003 -0.001 -0.004
-0.001 -0.008 -0.008
0.014 0.004 0.009
-0.002 0.002 -0.015
0.011 -0.002 0.013
0.002 -0.005 -0.011
0.001 -0.005 -0.002
-0.044 0.085 0.026
0.013 0.041 0.009
0.068 0.007 -0.022
0.047 0.003 -0.014
-0.008 -0.011 -0.008
-0.134 -0.086 0.261
0.196 -0.042 0.041
-0.423 -0.157 -0.113
0.144 0.154 -0.071
0.131 0.042 0.217
-0.128 0.015 -0.067
0.011 0.040 0.080
-0.006 -0.028 -0.050
0.027 0.009 0.031
0.022 -0.052 -0.077
0.015 0.000 0.012
0.004 0.002 0.004
0.004 0.001 0.002
0.003 0.002 0.004
0.001 0.002 0.002

Here is a structure of composition C26H21N8PdSe2 from the Open Molecules 2025 dataset. Energies are from ωB97M-V with the def2-TZVPD basis set.

Results
Molecular weight   709.85 g/mol
Calculated total energy   -6371.9363 Ha
Total charge   +1
Spin multiplicity   1
Energy relative to the best compared isomer or geometry (same formula, charge and spin)   110.4 kJ/mol
LUMO energy   -0.1589 hartree

Element x y z (Å)
Pd -0.761 -1.518 -0.955
N 6.453 5.791 -1.342
C 5.632 4.994 -1.265
C 4.619 4.005 -1.168
C 3.776 3.990 -0.058
C 2.791 3.028 0.035
C 2.647 2.063 -0.962
C 3.499 2.086 -2.070
C 4.477 3.057 -2.180
C 1.601 1.024 -0.836
C 2.018 -0.318 -0.840
C 3.348 -0.801 -0.825
C 3.296 -2.180 -0.836
C 1.941 -2.522 -0.849
N 1.177 -1.425 -0.857
C 0.281 1.454 -0.666
C -0.216 2.782 -0.697
C -1.555 2.718 -0.384
C -1.844 1.359 -0.192
N -0.772 0.597 -0.371
H 3.898 4.729 0.720
H 2.135 3.011 0.893
H 3.377 1.354 -2.853
H 5.127 3.086 -3.041
H 4.230 -0.188 -0.799
H 4.119 -2.869 -0.833
H 1.497 -3.506 -0.846
H 0.359 3.664 -0.903
H -2.246 3.534 -0.293
H -2.792 0.929 0.106
Se -4.199 -5.251 -0.900
N -5.511 -4.092 -1.139
C -4.949 -2.912 -1.341
C -5.649 -1.726 -1.660
C -4.906 -0.615 -1.948
C -3.497 -0.661 -1.839
N -2.805 -1.725 -1.472
C -3.514 -2.888 -1.283
N -2.921 -4.046 -1.082
H -6.726 -1.741 -1.703
H -5.359 0.318 -2.244
H -2.930 0.237 -2.053
C -3.049 -1.406 2.772
N -1.642 -1.119 2.913
C -1.113 -0.154 3.718
C 0.234 -0.178 3.545
N 0.514 -1.155 2.637
C 1.837 -1.522 2.184
C -0.639 -1.735 2.246
Se -0.858 -3.149 1.038
H -3.578 -0.948 3.605
H -3.201 -2.485 2.783
H -3.420 -0.998 1.828
H -1.731 0.458 4.344
H 1.008 0.409 3.993
H 2.561 -1.040 2.834
H 1.984 -1.194 1.147
H 1.947 -2.604 2.244

Atomic forces in eV per Å
-0.413 -0.003 0.244
0.190 0.190 -0.016
0.354 0.342 -0.045
-0.461 -0.466 0.028
0.077 0.014 -0.089
-0.012 -0.092 -0.029
0.178 0.083 -0.111
-0.125 0.028 0.146
-0.080 0.042 0.147
-0.321 -0.081 0.096
-0.003 0.089 -0.262
-0.022 0.047 -0.088
-0.040 0.087 -0.042
-0.037 -0.086 -0.224
0.042 -0.116 0.141
0.029 -0.166 -0.112
-0.099 0.020 0.154
0.199 0.267 -0.021
0.073 -0.234 0.227
-0.011 -0.230 -0.515
0.017 0.018 0.005
-0.032 -0.020 0.046
-0.011 -0.086 -0.050
0.036 0.012 -0.030
0.086 0.074 0.000
0.132 -0.096 0.010
0.018 0.062 0.024
0.083 0.159 -0.058
-0.098 0.137 0.021
0.023 0.011 -0.053
-0.054 0.449 -0.094
-0.099 -0.175 0.029
0.084 -0.321 0.058
0.130 0.599 -0.193
-0.406 -0.481 0.073
0.422 -0.432 0.035
0.033 0.810 0.233
0.202 -0.342 -0.093
0.022 -0.025 0.051
-0.113 0.046 -0.014
-0.091 0.036 -0.017
0.021 -0.128 0.053
-0.336 -0.172 -0.129
0.780 -0.253 -0.305
0.451 0.370 0.237
-0.403 0.358 0.288
-0.838 -0.239 -0.038
0.351 -0.105 -0.366
0.013 -0.038 -0.162
-0.027 -0.136 -0.232
0.002 -0.022 -0.044
-0.041 0.120 -0.014
0.001 -0.067 0.079
-0.012 0.091 0.091
0.092 0.125 0.113
0.033 -0.008 0.026
-0.019 -0.131 0.818
0.030 0.064 -0.023

Here is a structure of composition C26H22AsClHfO3 from the Open Molecules 2025 dataset. Energies are from ωB97M-V with the def2-TZVPD basis set.

Results
Molecular weight   671.32 g/mol
Calculated total energy   -3973.0427 Ha
Total charge   +2
Spin multiplicity   1
Energy relative to the best compared isomer or geometry (same formula, charge and spin)   0.0 kJ/mol
LUMO energy (alpha / beta)   -0.3447 / -0.3448 hartree

Element x y z (Å)
Cl -0.706 -3.543 -3.159
C 1.920 0.662 0.938
C 1.048 1.795 1.122
C 0.604 2.220 -0.190
H 0.824 2.305 2.062
C 1.206 1.357 -1.176
C 2.023 0.414 -0.473
H 2.637 -0.343 -0.960
H 2.479 0.156 1.728
H 0.061 3.135 -0.434
C 0.954 1.429 -2.653
Hf -0.242 0.107 0.237
C -1.575 -0.252 -1.620
O -2.344 -0.381 -2.469
C 0.477 -2.080 0.118
O 0.818 -3.172 0.253
H -0.037 1.841 -2.878
H 0.998 0.446 -3.136
H 1.701 2.076 -3.136
O -1.490 0.199 1.732
As -2.733 -0.460 2.844
C -2.977 -2.218 2.105
C -2.670 -3.356 2.859
C -2.836 -4.626 2.290
C -3.255 -4.747 0.958
C -3.486 -3.601 0.197
C -3.388 -2.335 0.773
C -1.855 -0.443 4.531
C -0.579 0.117 4.675
C 0.064 0.055 5.919
C -0.573 -0.540 7.012
C -1.858 -1.078 6.877
C -2.503 -1.033 5.634
C -4.233 0.698 2.574
C -4.940 1.177 3.694
C -6.065 1.986 3.504
C -6.492 2.290 2.204
C -5.811 1.775 1.094
C -4.666 0.992 1.274
H -2.297 -3.248 3.879
H -2.632 -5.514 2.886
H -3.398 -5.734 0.514
H -3.723 -3.678 -0.867
H -3.590 -1.443 0.180
H -0.093 0.587 3.819
H 1.066 0.475 6.024
H -0.067 -0.590 7.978
H -2.364 -1.539 7.727
H -3.503 -1.461 5.517
H -4.598 0.925 4.701
H -6.606 2.371 4.373
H -7.366 2.920 2.058
H -6.160 1.985 0.082
H -4.106 0.634 0.408

Atomic forces in eV per Å
0.065 0.930 0.911
0.260 1.271 -0.269
1.179 0.494 -0.683
1.293 0.011 0.191
-0.018 -0.340 -0.362
0.348 0.393 0.465
0.138 0.519 -0.116
-0.208 0.077 0.203
-0.301 0.025 -0.251
-0.195 -0.441 0.209
0.088 0.035 -0.482
-2.802 -1.752 1.386
-3.361 -0.695 -4.217
2.775 0.599 3.129
1.437 -4.997 0.460
-1.173 4.041 -0.478
0.232 0.102 0.102
0.166 0.133 0.134
-0.206 -0.201 0.151
-0.239 -0.461 -0.139
0.418 0.212 -0.810
0.174 -0.138 0.222
-0.029 -0.011 0.014
-0.103 0.243 -0.226
0.117 0.063 0.426
-0.021 0.247 -0.307
0.259 -0.093 -0.051
-0.158 -0.148 0.765
0.019 -0.109 0.083
-0.219 -0.011 -0.261
-0.151 -0.044 -0.137
-0.058 0.077 -0.405
0.170 0.065 -0.017
-0.382 0.186 0.416
0.172 -0.035 -0.240
0.150 -0.116 -0.229
0.258 -0.331 0.209
0.322 -0.078 0.175
-0.163 0.144 0.085
-0.153 -0.140 -0.233
-0.035 0.220 -0.151
0.142 0.348 0.128
-0.042 -0.059 0.372
-0.127 -0.280 0.067
-0.085 -0.114 0.309
-0.346 -0.123 0.007
-0.144 0.043 -0.315
0.204 0.172 -0.273
0.288 0.083 0.135
-0.162 0.153 -0.253
0.212 -0.134 -0.364
0.157 -0.141 0.015
0.097 0.006 0.316
-0.258 0.101 0.184

Here is a structure of composition C26H22I2P2S2SbSe4W from the Open Molecules 2025 dataset. Energies are from ωB97M-V with the def2-TZVPD basis set.

Results
Molecular weight   1335.79 g/mol
Calculated total energy   -12991.3196 Ha
Total charge   +1
Spin multiplicity   3
Energy relative to the best compared isomer or geometry (same formula, charge and spin)   0.0 kJ/mol
LUMO energy (alpha / beta)   -0.1540 / -0.1827 hartree

Element x y z (Å)
W -0.745 -2.105 -1.467
S -1.711 -2.662 0.804
P -1.146 -0.750 1.221
C -0.576 -0.395 -0.362
P 0.845 -0.314 -1.275
S 0.724 -3.601 -1.337
C 0.937 1.143 -2.318
C 0.009 2.168 -2.158
C 0.146 3.341 -2.883
C 1.204 3.488 -3.773
C 2.127 2.461 -3.943
C 1.999 1.291 -3.207
C 2.392 -0.383 -0.337
C 3.282 0.691 -0.372
C 4.398 0.699 0.452
C 4.630 -0.353 1.324
C 3.736 -1.413 1.379
C 2.624 -1.430 0.556
C 0.093 -0.664 2.509
C 0.764 0.547 2.677
C 1.762 0.650 3.628
C 2.078 -0.448 4.422
C 1.403 -1.648 4.261
C 0.411 -1.764 3.297
C -2.497 0.328 1.674
C -3.124 1.094 0.696
C -4.221 1.873 1.033
C -4.696 1.872 2.336
C -4.074 1.101 3.312
C -2.971 0.331 2.986
H -0.811 2.047 -1.461
H -0.569 4.142 -2.757
H 1.309 4.404 -4.340
H 2.944 2.563 -4.644
H 2.733 0.505 -3.329
H 3.112 1.532 -1.029
H 5.084 1.535 0.410
H 5.504 -0.346 1.961
H 3.904 -2.234 2.064
H 1.931 -2.255 0.624
H 0.515 1.403 2.058
H 2.294 1.583 3.755
H 2.855 -0.363 5.170
H 1.651 -2.499 4.882
H -0.101 -2.706 3.148
H -2.763 1.068 -0.325
H -4.708 2.475 0.277
H -5.553 2.479 2.598
H -4.446 1.107 4.328
H -2.478 -0.261 3.748
I -3.514 -2.856 -2.216
C -4.623 -3.505 -0.513
I -5.533 -1.924 0.543
H -3.958 -4.033 0.159
H -5.398 -4.167 -0.884
Se -0.292 1.493 -6.060
Sb 0.391 -0.893 -5.756
Se 2.632 -1.608 -5.976
Se -0.757 -2.059 -7.618
Se -1.160 -1.780 -3.951

Atomic forces in eV per Å
-0.129 -0.045 -0.337
-0.086 0.124 0.117
-0.082 0.105 -0.168
0.200 -0.547 0.121
0.099 0.432 0.124
0.117 -0.055 -0.028
0.045 0.019 -0.048
-0.010 -0.037 0.000
0.065 0.020 -0.068
-0.050 0.007 0.014
-0.037 -0.029 -0.013
-0.048 -0.025 -0.196
0.036 0.049 0.023
0.002 0.008 -0.001
0.021 -0.022 0.039
-0.008 0.028 -0.021
-0.005 -0.018 -0.025
-0.010 -0.028 -0.003
-0.010 0.001 0.064
-0.020 0.015 -0.009
0.010 -0.010 0.022
-0.018 0.016 -0.012
0.006 0.000 0.003
0.009 -0.019 -0.024
-0.040 0.001 0.060
-0.030 -0.001 -0.009
0.023 -0.009 -0.019
0.005 -0.017 0.036
-0.041 0.030 -0.013
0.057 -0.008 -0.011
0.008 -0.002 0.004
-0.005 -0.005 0.004
0.000 0.000 0.003
0.000 0.030 0.010
0.018 -0.082 -0.028
0.004 -0.016 0.022
0.003 0.001 -0.001
0.003 -0.002 0.002
0.000 0.002 -0.001
-0.010 -0.028 -0.036
-0.004 0.001 0.004
0.000 0.002 -0.002
0.003 -0.002 0.004
0.001 -0.003 0.002
-0.005 0.002 0.007
0.003 0.002 -0.003
0.000 -0.001 -0.001
0.000 0.001 0.002
0.004 -0.004 0.003
0.001 -0.001 -0.003
0.014 -0.115 0.024
-0.126 -0.021 0.195
-0.032 0.025 0.036
0.085 0.038 -0.074
0.035 0.035 -0.126
0.027 -0.059 -0.045
0.157 -0.061 0.035
-0.012 0.131 0.221
-0.050 0.079 -0.077
-0.197 0.069 0.204

Strongest force on any atom values (in hartree/bohr) by entry order: 0.025, 0.017, 0.106, 0.012.